No. 1
{
  "formula": "C39H38Cl6O28",
  "method": "ωB97M-V with the def2-TZVPD basis set",
  "species": ["C", "C", "C", "O", "C", "C", "C", "O", "O", "O", "H", "H", "H", "H", "C", "C", "C", "O", "C", "C", "C", "O", "O", "O", "H", "H", "H", "H", "C", "C", "C", "O", "C", "C", "C", "O", "O", "O", "H", "H", "H", "H", "C", "C", "C", "O", "C", "C", "C", "O", "O", "O", "H", "H", "H", "H", "C", "C", "C", "O", "C", "C", "C", "O", "O", "O", "H", "H", "H", "H", "C", "C", "C", "O", "C", "C", "C", "O", "O", "O", "H", "H", "H", "H", "O", "H", "H", "O", "H", "H", "O", "H", "H", "O", "H", "H", "C", "Cl", "Cl", "H", "H", "C", "Cl", "Cl", "H", "H", "C", "Cl", "Cl", "H", "H"],
  "positions_angstrom": [[-14.9993, -15.8276, 16.2608], [-14.4309, -15.8413, 17.4780], [-13.9564, -14.6128, 18.1931], [-13.5271, -14.6373, 19.3252], [-14.1211, -13.3885, 17.4204], [-14.7294, -13.3483, 16.2284], [-15.1792, -14.5895, 15.5096], [-15.5418, -14.5423, 14.3503], [-14.8458, -12.2070, 15.5383], [-14.2691, -16.9666, 18.1832], [-15.2460, -16.7414, 15.7362], [-13.8185, -12.4397, 17.8449], [-15.3592, -12.3938, 14.7364], [-14.0891, -17.7354, 17.5978], [-19.8978, -16.6395, 17.6455], [-20.1741, -15.6877, 16.7260], [-19.4749, -15.7054, 15.3682], [-19.7204, -14.8300, 14.5653], [-18.3873, -16.6427, 15.2927], [-18.1542, -17.5990, 16.2030], [-18.9366, -17.7002, 17.5064], [-18.7240, -18.5358, 18.3630], [-17.1250, -18.4418, 16.1375], [-21.0213, -14.6982, 16.9334], [-20.4592, -16.5038, 18.5632], [-17.6802, -16.5388, 14.4768], [-16.9914, -18.8374, 17.0171], [-21.0899, -14.2284, 16.0794], [-15.8357, -18.5076, 12.7661], [-15.8859, -19.8437, 12.7912], [-15.7566, -20.7461, 11.5940], [-15.6908, -21.9508, 11.6525], [-15.7190, -20.0035, 10.3277], [-15.7585, -18.6621, 10.3127], [-15.8387, -17.7788, 11.5142], [-15.9672, -16.5721, 11.4772], [-15.6314, -18.0505, 9.1190], [-15.9619, -20.4462, 13.9762], [-16.0787, -17.9119, 13.6351], [-15.7278, -20.5726, 9.4093], [-15.7136, -17.0917, 9.2354], [-16.1674, -21.3901, 13.9649], [-22.3872, -13.8697, 12.8360], [-22.6024, -13.5089, 11.5664], [-23.9957, -13.1530, 11.0328], [-24.2254, -12.6505, 9.9573], [-25.0455, -13.2632, 12.0672], [-24.7903, -13.6808, 13.3165], [-23.4164, -14.0574, 13.8215], [-23.2695, -14.3330, 15.0012], [-25.7494, -13.6646, 14.2570], [-21.5759, -13.3879, 10.7148], [-21.3996, -14.2187, 13.1163], [-26.0518, -12.9611, 11.8124], [-25.3559, -14.0394, 15.0652], [-21.5881, -12.5094, 10.3110], [-20.0740, -22.9777, 22.7789], [-18.9304, -22.8032, 22.1065], [-18.5747, -21.4843, 21.4324], [-17.4101, -21.3584, 21.1001], [-19.6019, -20.4662, 21.4575], [-20.7195, -20.5929, 22.1989], [-21.0533, -21.8941, 22.9021], [-22.0990, -22.1284, 23.4701], [-21.7049, -19.6851, 22.1842], [-18.1347, -23.8200, 21.7800], [-20.3300, -23.9253, 23.2299], [-19.5553, -19.5328, 20.9060], [-22.4761, -20.1316, 22.5779], [-17.4471, -23.5741, 21.1486], [-23.3325, -14.8647, 22.0432], [-22.9374, -13.7640, 21.3964], [-21.6458, -13.7507, 20.6090], [-21.3188, -12.8528, 19.8696], [-20.8453, -14.9657, 20.7913], [-21.2130, -16.0181, 21.5302], [-22.5657, -16.1151, 22.1711], [-23.0223, -17.0520, 22.7827], [-20.4524, -17.1325, 21.6160], [-23.7121, -12.6757, 21.2842], [-24.2743, -14.8247, 22.5770], [-19.8645, -14.9812, 20.3331], [-20.9900, -17.8349, 22.0216], [-23.2399, -11.8535, 21.1048], [-14.1800, -19.0932, 16.6289], [-14.0497, -19.6953, 15.8894], [-14.8933, -19.4832, 17.1575], [-18.5069, -21.5192, 17.2262], [-17.8177, -20.9634, 17.6314], [-18.6871, -22.2029, 17.8770], [-17.9387, -21.3781, 14.6176], [-18.0454, -21.3188, 15.5863], [-18.3705, -20.5909, 14.2769], [-16.2017, -20.1680, 18.3467], [-16.4981, -19.7398, 19.1638], [-15.8305, -21.0103, 18.6363], [-24.3476, -13.1210, 17.7823], [-25.9005, -13.8683, 17.4342], [-24.2214, -11.5868, 16.8796], [-24.2803, -12.8901, 18.8408], [-23.5444, -13.8087, 17.5346], [-20.0771, -10.8473, 13.9964], [-20.9660, -10.7191, 12.4546], [-20.9889, -11.5734, 15.3121], [-19.2159, -11.4772, 13.7975], [-19.7718, -9.8410, 14.2594], [-17.9423, -13.7781, 11.6683], [-18.3420, -12.2881, 10.8243], [-19.0434, -15.0844, 11.1861], [-16.9094, -14.0586, 11.4924], [-18.1159, -13.5924, 12.7242]],
  "lowdin_charge": [0.065, -0.216, -0.323, 0.138, 0.070, -0.235, -0.316, 0.100, 0.101, 0.086, 0.108, 0.136, 0.111, 0.062, 0.067, -0.207, -0.285, 0.082, 0.073, -0.201, -0.297, 0.105, 0.086, 0.100, 0.115, 0.122, 0.071, 0.056, 0.070, -0.215, -0.315, 0.133, 0.075, -0.218, -0.326, 0.092, 0.098, 0.043, 0.108, 0.136, 0.117, 0.104, 0.036, -0.249, -0.305, 0.122, 0.072, -0.224, -0.301, 0.072, 0.055, 0.000, 0.100, 0.133, 0.025, 0.099, 0.072, -0.229, -0.298, 0.100, 0.084, -0.197, -0.306, 0.126, 0.089, 0.109, 0.138, 0.122, 0.134, 0.116, 0.077, -0.236, -0.322, 0.127, 0.060, -0.215, -0.308, 0.133, 0.086, 0.088, 0.137, 0.136, 0.074, 0.129, -0.031, 0.071, 0.012, -0.041, 0.008, 0.061, -0.056, -0.001, 0.057, -0.043, 0.079, 0.090, -0.989, 0.591, 0.525, 0.001, 0.012, -0.967, 0.554, 0.587, 0.005, 0.029, -0.997, 0.531, 0.560, 0.019, -0.001],
  "largest_force_ev_per_a": 2.1,
  "relative_energy_kcal_mol": 0.0,
  "energy_ha": -6376.7190,
  "homo_energy_ev": -9.374,
  "e_lumo_ev": -2.2,
  "gap_ha": 0.264
}

No. 2
{
  "formula": "C2H5NOS",
  "method": "ωB97M-V with the def2-TZVPD basis set",
  "species": ["C", "C", "H", "H", "H", "H", "H", "N", "O", "S"],
  "positions_angstrom": [[0.1262, -0.3684, 0.6184], [-0.9576, 0.3383, -0.0782], [1.5522, -0.6586, -1.1289], [1.9327, -1.0667, 0.8100], [-1.7496, -0.3106, -0.5450], [-1.7144, 0.9587, 0.3710], [-0.1958, 2.0153, -0.9068], [1.0522, -0.9724, -0.0856], [-0.2267, 0.8705, -1.3375], [0.1808, -0.8061, 2.2825]],
  "nbo_charge": [0.125, -0.195, 0.437, 0.430, 0.232, 0.235, 0.466, -0.783, -0.717, -0.229],
  "largest_force_ev_per_a": 7.7,
  "relative_energy_kcal_mol": 103.1,
  "energy_ha": -607.2425,
  "homo_energy_ev": -8.416,
  "e_lumo_ev": 0.1,
  "gap_ha": 0.314
}

No. 3
{
  "formula": "CH6N2O3S",
  "method": "ωB97M-V with the def2-TZVPD basis set",
  "species": ["C", "N", "S", "O", "O", "N", "O", "H", "H", "H", "H", "H", "H"],
  "positions_angstrom": [[1.6643, -1.0734, -0.0798], [0.6751, -0.3633, -0.9196], [-0.9826, -0.2457, -0.0165], [-2.0092, -0.3098, -1.0389], [-0.9873, -1.2784, 0.9832], [-0.8262, 1.2492, 0.7788], [-1.6063, 2.2280, 0.1096], [2.7198, -0.9486, -0.4243], [1.6464, -0.5157, 0.9216], [1.3762, -2.0702, 0.1654], [0.4725, -0.6161, -1.8703], [-1.1853, 1.2650, 1.8361], [-0.9575, 2.6792, -0.4454]],
  "nbo_charge": [-0.433, -0.819, 2.285, -0.890, -0.927, -0.581, -0.540, 0.216, 0.206, 0.202, 0.393, 0.413, 0.476],
  "largest_force_ev_per_a": 3.6,
  "relative_energy_kcal_mol": 63.0,
  "energy_ha": -774.9992,
  "homo_energy_ev": -9.922,
  "e_lumo_ev": 0.6,
  "gap_ha": 0.386
}

No. 4
{
  "formula": "BeHO3S",
  "method": "ωB97M-V with the def2-TZVPD basis set",
  "species": ["S", "O", "O", "Be", "O", "H"],
  "positions_angstrom": [[-0.2679, -1.0459, 1.0183], [-1.3882, -0.3360, 0.2032], [0.8245, 1.0967, -0.2164], [-0.1022, -0.0630, -0.9272], [0.5356, -1.5273, -0.2260], [0.3983, 1.8754, 0.1481]],
  "nbo_charge": [1.269, -1.060, -1.310, 1.676, -1.048, 0.473],
  "largest_force_ev_per_a": 4.0,
  "energy_ha": -639.2854,
  "spin_multiplicity": 2,
  "homo_energy_ev": [-8.797, -10.503],
  "e_lumo_ev": [-0.7, -1.1],
  "gap_ha": [0.298, 0.346]
}

No. 5
{
  "formula": "C2H23O10",
  "method": "ωB97M-V with the def2-TZVPD basis set",
  "species": ["C", "C", "O", "H", "H", "H", "H", "H", "O", "H", "H", "O", "H", "H", "O", "H", "H", "O", "H", "H", "O", "H", "H", "O", "H", "H", "O", "H", "H", "O", "H", "H", "O", "H", "H"],
  "positions_angstrom": [[-0.5723, -1.0785, -0.3817], [-1.5013, -0.0335, 0.1163], [-0.8223, 1.0885, 0.5583], [-0.0003, -0.9925, -1.3167], [-1.1773, -1.9635, -0.4847], [0.1227, -1.3175, 0.4143], [-2.0403, -0.3195, 0.9843], [-2.1333, 0.1365, -0.7237], [1.6327, -3.5005, -0.0447], [1.0147, -3.5355, 0.7193], [1.1407, -3.3345, -0.8747], [-2.9133, 2.5155, 1.3273], [-2.9923, 2.2815, 2.2843], [-2.2953, 1.9485, 0.9433], [0.5507, -3.0755, -2.5827], [0.1337, -2.3065, -2.2227], [0.4537, -2.9405, -3.5217], [0.6007, 3.5165, 0.5303], [0.1317, 2.6615, 0.5253], [1.4477, 3.2675, 0.1813], [2.1537, 0.2765, 0.2793], [1.2037, 0.0185, 0.2253], [2.7517, -0.5085, 0.1383], [-0.0493, 1.8285, 3.2003], [0.6487, 2.4725, 3.1873], [-0.3163, 1.6835, 2.2683], [-0.3913, 1.5995, -2.1117], [-0.2873, 2.5385, -2.0857], [-0.5683, 1.3065, -1.2477], [-0.4593, -1.4625, 2.8943], [-0.6193, -1.0595, 2.0373], [0.4557, -1.6925, 2.9553], [1.7157, -0.0605, -3.0827], [2.0127, -0.3785, -2.2667], [0.9677, 0.4185, -2.8227]],
  "nbo_charge": [-0.657, -0.092, -1.031, 0.179, 0.209, 0.186, 0.161, 0.146, -0.977, 0.470, 0.496, -0.980, 0.461, 0.491, -0.957, 0.478, 0.487, -0.980, 0.507, 0.458, -0.980, 0.501, 0.469, -0.988, 0.461, 0.507, -0.994, 0.482, 0.498, -0.943, 0.478, 0.465, -0.961, 0.460, 0.490],
  "largest_force_ev_per_a": 4.4,
  "relative_energy_kcal_mol": 39.4,
  "energy_ha": -842.4238,
  "homo_energy_ev": -5.611,
  "e_lumo_ev": 2.9,
  "charge": -1,
  "gap_ha": 0.313
}

No. 6
{
  "formula": "C8H14BrCuN2",
  "method": "ωB97M-V with the def2-TZVPD basis set",
  "species": ["Cu", "Br", "C", "C", "C", "C", "N", "H", "H", "H", "H", "H", "H", "H", "C", "C", "C", "C", "N", "H", "H", "H", "H", "H", "H", "H"],
  "positions_angstrom": [[-0.0126, -0.7611, -2.6161], [0.7169, -2.5985, -4.4738], [-3.2982, 2.5317, -1.6928], [-4.1083, 1.4046, -1.0470], [-3.3766, 0.7732, 0.1698], [-2.1214, 0.1735, -0.2314], [-1.1007, -0.2713, -0.5155], [-3.5134, 2.6581, -2.7509], [-2.2323, 2.3362, -1.5695], [-3.5056, 3.4898, -1.2097], [-4.1589, 0.6726, -1.8562], [-5.1089, 1.6401, -0.6943], [-3.8946, -0.1364, 0.5093], [-3.4148, 1.4256, 1.0390], [4.6449, -0.8033, 1.5103], [3.4695, -1.6112, 2.0351], [2.1241, -1.0175, 1.5149], [1.8605, -1.2047, 0.0939], [1.7331, -1.3230, -1.0379], [4.6612, 0.2271, 1.8768], [4.6738, -0.8342, 0.4214], [5.6256, -1.1356, 1.8624], [3.4147, -1.5798, 3.1201], [3.4922, -2.6135, 1.6080], [2.1013, 0.0292, 1.8247], [1.3283, -1.4717, 2.1092]],
  "nbo_charge": [0.796, -0.827, -0.616, -0.380, -0.531, 0.379, -0.435, 0.226, 0.209, 0.211, 0.216, 0.220, 0.260, 0.262, -0.623, -0.371, -0.521, 0.346, -0.390, 0.204, 0.220, 0.221, 0.211, 0.215, 0.245, 0.251],
  "largest_force_ev_per_a": 1.8,
  "relative_energy_kcal_mol": 13.5,
  "energy_ha": -4637.2063,
  "homo_energy_ev": -7.647,
  "e_lumo_ev": 0.0,
  "gap_ha": 0.283
}

No. 7
{
  "formula": "C2H3N4",
  "method": "ωB97M-V with the def2-TZVPD basis set",
  "species": ["N", "C", "N", "C", "N", "N", "H", "H", "H"],
  "positions_angstrom": [[1.4369, -0.6522, 0.0406], [0.1684, -0.4366, 0.1026], [-0.8940, -1.1642, 0.0138], [-1.9043, -0.3925, -0.1837], [-1.8317, 0.8668, 0.0955], [-0.5995, 1.1728, -0.0164], [1.7898, -1.6073, 0.1177], [2.1034, 0.0842, -0.1692], [-0.2690, 2.1290, -0.0009]],
  "nbo_charge": [-0.701, 0.660, -0.499, 0.624, -0.170, -0.285, 0.468, 0.459, 0.444],
  "largest_force_ev_per_a": 3.4,
  "relative_energy_kcal_mol": 30.4,
  "energy_ha": -296.5770,
  "homo_energy_ev": [-15.528, -14.854],
  "e_lumo_ev": [-7.6, -6.4],
  "charge": 1,
  "gap_ha": [0.290, 0.311]
}